# C3H11N2O

A 2-piece molecular cluster, C3H11N2O overall in a non-equilibrium geometry (ωB97M-V/def2-TZVPD, the OMol25 dataset).

The geometry in ORCA input format:
```
! wB97M-V def2-TZVPD RIJCOSX def2/J DEFGRID3
* xyz 1 1
C 1.818 2.609 -0.093
C 0.382 2.230 -0.506
N -0.970 -1.100 -1.256
C -0.872 0.032 -0.576
N 0.221 0.761 -0.616
H 1.992 2.345 0.952
H 1.889 3.691 -0.125
H 2.554 2.196 -0.790
H -0.049 2.758 -1.372
H -0.344 2.423 0.305
H -1.315 -1.935 -0.802
H -0.644 -1.158 -2.207
H -1.727 0.508 -0.088
H 1.110 0.302 -0.431
H -1.419 -5.773 3.046
H -1.670 -4.847 1.964
O -0.958 -5.041 2.597
*
```

Computed properties:
HOMO-LUMO gap = 9.02 eV
highest occupied orbital energy = -13.9 eV
energy = -8309.649 eV
LUMO = -4.91 eV
energy relative to the best compared isomer or geometry (same formula, charge and spin) = 49.42 kcal/mol



# C2H5N3OS

A 2-piece molecular cluster, C2H5N3OS overall in a non-equilibrium geometry (ωB97M-V/def2-TZVPD, the OMol25 dataset).

The geometry in ORCA input format:
```
! wB97M-V def2-TZVPD RIJCOSX def2/J DEFGRID3
* xyz 0 1
C 0.794 -0.935 -0.196
C 1.726 2.338 -0.076
N 1.350 1.251 0.074
N 0.041 -1.862 0.600
N 0.915 0.224 0.508
O 1.372 -1.163 -1.243
S -2.849 0.691 -0.230
H 1.797 3.375 -0.021
H -2.234 -0.120 -1.248
H -1.954 0.220 0.727
H -0.717 -1.451 1.120
H -0.241 -2.568 -0.016
*
```

Computed properties:
HOMO-LUMO gap = 9.97 eV
highest occupied orbital energy = -9.4 eV
energy = -19505.087 eV
LUMO = 0.55 eV
energy relative to the best compared isomer or geometry (same formula, charge and spin) = 89.09 kcal/mol



# C22H27N2OPReS4Sb

C22H27N2OPReS4Sb as an isolated structure (ωB97M-V/def2-TZVPD, the OMol25 dataset).

The geometry in ORCA input format:
```
! wB97M-V def2-TZVPD RIJCOSX def2/J DEFGRID3
* xyz 1 4
Re -1.304 -2.186 -0.524
S -5.020 -5.188 -0.718
Sb -3.012 -5.036 -1.604
S -2.548 -2.658 -2.319
S -1.435 -4.179 0.332
S -1.810 -6.366 -2.875
O 0.047 -0.867 -1.341
P 1.331 -0.116 -0.903
C 2.748 -1.074 -1.370
C 4.036 -0.555 -1.205
C 5.132 -1.346 -1.500
C 4.947 -2.648 -1.956
C 3.670 -3.162 -2.121
C 2.565 -2.377 -1.827
C 1.301 0.076 0.875
C 1.915 1.137 1.541
C 1.879 1.193 2.926
C 1.243 0.194 3.654
C 0.654 -0.881 3.004
C 0.699 -0.932 1.622
C 1.405 1.480 -1.668
C 2.051 1.608 -2.901
C 2.026 2.823 -3.568
C 1.357 3.905 -3.014
C 0.700 3.780 -1.795
C 0.719 2.569 -1.123
H 4.184 0.460 -0.855
H 6.132 -0.951 -1.379
H 5.807 -3.263 -2.186
H 3.532 -4.172 -2.484
H 1.568 -2.773 -1.977
H 2.415 1.920 0.986
H 2.351 2.019 3.441
H 1.222 0.246 4.735
H 0.177 -1.673 3.564
H 0.309 -1.821 1.124
H 2.574 0.766 -3.336
H 2.529 2.924 -4.520
H 1.345 4.854 -3.535
H 0.180 4.628 -1.369
H 0.208 2.478 -0.175
C -3.538 0.666 3.317
C -3.329 0.883 1.824
C -4.667 1.119 1.123
C -2.374 2.049 1.593
N -2.662 -0.369 1.362
N -2.473 -0.437 -0.069
H -3.950 1.565 3.774
H -2.591 0.429 3.804
H -4.239 -0.151 3.502
H -5.178 1.977 1.560
H -5.324 0.253 1.231
H -4.548 1.338 0.058
H -2.754 2.942 2.089
H -2.272 2.306 0.534
H -1.388 1.819 2.008
H -3.246 -1.172 1.588
H -1.942 0.382 -0.362
H -3.352 -0.439 -0.593
*
```

Computed properties:
HOMO-LUMO gap (spin up / spin down) = 6.99 / 6.13 eV
highest occupied orbital energy (spin up / spin down) = -10.7 / -10.7 eV
energy = -89572.648 eV
LUMO (spin up / spin down) = -3.70 / -4.58 eV



# C37H53HgN4O2P2

C37H53HgN4O2P2 as an isolated structure in a non-equilibrium geometry (ωB97M-V/def2-TZVPD, the OMol25 dataset).

The geometry in ORCA input format:
```
! wB97M-V def2-TZVPD RIJCOSX def2/J DEFGRID3
* xyz 1 1
C 2.044 -2.129 -1.228
C 1.679 0.004 -2.040
C 2.967 -2.421 -2.247
C 2.610 -0.191 -3.075
C 3.266 -1.423 -3.178
H 3.437 -3.415 -2.242
H 2.810 0.630 -3.762
H 3.979 -1.612 -3.978
N 1.480 -0.928 -1.101
P -0.067 -2.944 0.503
P 1.052 2.255 -0.347
C 1.616 -3.199 -0.227
H 1.669 -4.194 -0.700
H 2.346 -3.190 0.597
C 0.805 1.259 -1.922
H 1.094 1.953 -2.723
C -0.202 3.690 -0.551
C 2.815 2.879 -0.411
C -1.247 -3.634 -0.786
C -0.046 -3.730 2.183
C -1.560 3.240 0.006
H -1.526 3.103 1.093
H -2.290 4.032 -0.223
H -1.924 2.308 -0.440
C 0.216 4.936 0.246
H 0.276 4.733 1.323
H 1.162 5.375 -0.088
H -0.565 5.699 0.108
C -0.375 4.058 -2.037
H -0.997 4.964 -2.087
H 0.577 4.271 -2.537
H -0.887 3.265 -2.596
C 3.112 3.597 0.917
H 3.012 2.901 1.757
H 4.145 3.972 0.882
H 2.444 4.445 1.073
C 3.787 1.673 -0.498
H 3.440 0.834 0.117
H 3.923 1.322 -1.531
H 4.770 1.986 -0.103
C 3.062 3.813 -1.619
H 3.056 3.228 -2.569
H 2.326 4.642 -1.678
H 4.086 4.233 -1.469
C -1.482 -3.915 2.717
H -1.434 -4.414 3.702
H -2.007 -2.957 2.869
H -2.082 -4.556 2.054
C 0.741 -2.803 3.140
H 1.731 -2.545 2.739
H 0.201 -1.867 3.349
H 0.889 -3.332 4.096
C 0.658 -5.097 2.125
H 0.597 -5.537 3.133
H 0.179 -5.794 1.423
H 1.719 -4.994 1.858
C -0.838 -3.107 -2.183
H -1.642 -3.376 -2.883
H -0.749 -2.008 -2.199
H 0.099 -3.566 -2.534
C -2.661 -3.103 -0.483
H -2.691 -2.004 -0.574
H -3.349 -3.529 -1.227
H -3.016 -3.385 0.517
C -1.187 -5.167 -0.776
H -0.159 -5.550 -0.868
H -1.657 -5.597 0.120
H -1.753 -5.512 -1.653
Hg -0.643 -0.634 0.595
C 1.055 0.850 1.150
O 1.925 0.427 1.825
N -1.475 0.249 -1.247
C -0.720 0.756 -2.118
C -1.304 0.881 -3.521
C -2.670 0.616 -3.618
C -0.542 1.165 -4.669
C -3.309 0.659 -4.854
H -3.212 0.380 -2.704
C -1.188 1.210 -5.910
H 0.532 1.346 -4.602
C -2.571 0.962 -6.010
H -4.379 0.468 -4.904
H -0.608 1.451 -6.800
H -3.065 0.981 -6.992
N -2.877 0.127 7.165
C -2.506 -0.343 5.937
O -2.713 -1.498 5.562
C -1.820 0.626 5.027
C -1.455 1.945 5.363
C -0.835 2.763 4.410
C -0.550 2.207 3.151
N -0.916 0.977 2.812
C -1.531 0.198 3.707
H -3.353 -0.512 7.777
H -2.725 1.066 7.490
H -1.658 2.327 6.370
H -0.562 3.803 4.613
H 0.002 2.765 2.391
H -1.816 -0.798 3.330
*
```

Computed properties:
HOMO-LUMO gap = 6.93 eV
highest occupied orbital energy = -9.1 eV
energy = -72030.205 eV
LUMO = -2.16 eV
energy relative to the best compared isomer or geometry (same formula, charge and spin) = 28.12 kcal/mol